C34H63BrClKLiN3O19SSi as an isolated structure, computed with ωB97M-V with the def2-TZVPD basis set.

Geometry as XYZ:
```
125
Properties=species:S:1:pos:R:3:mulliken_charge:R:1
C 2.214 3.253 1.635 -0.39
C 1.602 1.987 2.209 -0.73
C 1.223 0.783 1.120 0.75
N -0.263 0.892 0.729 0.32
C -1.144 -0.142 1.394 0.00
O -0.866 -0.089 2.837 -0.38
C -0.696 -1.419 3.433 -0.25
C 0.061 -1.392 4.924 -0.65
C -2.691 0.172 0.960 -0.72
O -2.894 1.337 0.097 -0.13
C -1.991 1.362 -1.065 -0.14
C -2.784 0.655 -2.312 -0.40
C -4.361 1.187 -2.482 -0.66
C -4.477 2.661 -3.192 -0.36
Br -4.604 4.121 -1.827 -0.23
C -0.471 0.841 -0.792 0.36
C -0.028 -0.557 -1.497 -0.65
C 0.954 -0.158 -2.792 -0.21
O 2.341 -0.169 -2.260 -0.48
Si 3.255 1.234 -2.788 0.77
C 3.927 1.079 -4.610 -1.06
C 2.384 2.931 -2.522 -0.65
C 4.862 1.277 -1.658 -1.02
H 2.040 4.325 2.076 0.18
H 2.878 3.094 0.680 0.16
H 1.441 1.867 3.382 0.32
H 1.528 -0.286 1.484 0.34
H 1.856 1.017 0.155 -0.53
H -0.557 1.836 1.124 0.55
H -0.928 -1.257 1.033 0.46
H -0.019 -2.160 2.788 0.26
H -1.783 -1.901 3.516 0.25
H -0.608 -0.942 5.771 0.27
H 0.342 -2.537 5.123 0.19
H 1.091 -0.849 4.767 0.21
H -3.283 0.399 1.972 0.33
H -3.239 -0.787 0.510 0.18
H -1.901 2.515 -1.365 0.20
H -2.245 0.908 -3.344 0.16
H -2.885 -0.525 -2.189 0.27
H -4.863 0.404 -3.230 0.34
H -4.971 1.083 -1.471 0.22
H -3.563 2.829 -3.919 0.36
H -5.458 2.626 -3.869 0.18
H 0.267 1.680 -1.216 -0.37
H 0.692 -1.181 -0.776 0.37
H -0.888 -1.295 -1.783 0.36
H 0.655 0.860 -3.285 0.10
H 0.879 -1.086 -3.524 0.22
H 4.084 -0.067 -4.873 0.28
H 3.222 1.557 -5.413 0.29
H 5.018 1.559 -4.646 0.26
H 2.025 3.043 -1.389 0.00
H 3.148 3.804 -2.756 0.37
H 1.486 3.034 -3.278 0.28
H 5.780 0.752 -2.182 0.32
H 5.135 2.394 -1.383 0.30
H 4.551 0.762 -0.645 0.23
N -1.842 -2.575 -4.483 -0.25
C -2.007 -1.630 -5.435 0.08
C -1.709 -1.825 -6.774 -0.61
C -1.206 -3.062 -7.163 -0.31
C -1.023 -4.055 -6.206 -0.23
C -1.354 -3.767 -4.892 -0.41
H -2.399 -0.681 -5.081 0.13
H -1.864 -1.031 -7.496 0.39
H -0.959 -3.251 -8.204 0.37
H -0.633 -5.029 -6.477 0.48
H -1.233 -4.510 -4.109 0.40
C 4.904 7.644 2.759 -1.22
C 3.986 6.722 3.556 -0.16
C 4.732 5.553 4.202 -0.31
C 5.390 4.707 3.125 0.19
N 5.937 4.004 2.232 -0.45
H 5.374 7.120 1.921 0.35
H 4.333 8.479 2.341 0.35
H 5.694 8.057 3.397 0.31
H 3.202 6.341 2.890 0.02
H 3.488 7.306 4.338 0.34
H 4.034 4.931 4.772 0.28
H 5.500 5.921 4.892 0.34
C -1.398 -7.718 -5.829 0.62
O -0.410 -6.957 -5.959 -0.81
O -1.275 -8.785 -6.606 -0.23
O -2.425 -7.630 -5.120 -0.71
H -0.414 -8.467 -6.944 0.16
C -6.134 3.183 1.321 0.32
C -6.406 4.334 2.234 -0.34
O -7.770 4.166 2.572 -0.31
C -8.062 2.844 2.397 0.62
O -9.101 2.315 2.756 -0.56
O -7.041 2.192 1.768 -0.30
H -5.103 2.827 1.397 -0.03
H -6.354 3.417 0.275 0.00
H -5.807 4.293 3.149 0.29
H -6.244 5.299 1.746 0.30
K 0.750 -8.378 -8.473 0.18
C -8.025 1.350 -5.289 -0.54
O -6.946 2.168 -5.701 -0.50
H -7.753 0.844 -4.360 0.22
H -8.909 1.970 -5.118 0.27
H -8.233 0.604 -6.060 0.27
H -7.216 2.604 -6.527 0.29
C -0.518 -5.584 6.475 -1.40
C 1.003 -5.540 6.257 0.76
C 1.716 -5.843 7.585 -1.27
O 1.326 -4.311 5.894 -0.67
H -0.857 -4.853 7.222 0.30
H -1.064 -5.389 5.543 0.30
H -0.824 -6.575 6.830 0.41
H 1.235 -6.385 5.593 0.20
H 1.461 -5.122 8.373 0.38
H 2.807 -5.837 7.466 0.28
H 1.434 -6.837 7.951 0.30
Li -1.394 -11.387 -7.563 0.16
O 9.718 5.042 3.337 -0.67
Cl 9.568 5.337 1.925 1.62
O 9.214 4.124 1.213 -0.64
O 10.818 5.855 1.404 -0.69
O 8.523 6.325 1.746 -0.63
O 4.585 -7.891 7.590 -0.57
S 3.856 -8.838 6.727 1.30
O 4.088 -8.492 5.313 -0.59
O 2.414 -8.761 7.021 -0.52
O 4.338 -10.207 6.983 -0.63
```

Results
Charge   -2
E_HOMO   -1.41 eV
Orbital gap   0.900 eV
Lowest unoccupied orbital energy   -0.509 eV
M   1039.43 g mol⁻¹